Version w
# C4H6S

One molecule with the formula C4H6S (the ωB97M-V functional and the def2-TZVPD basis, OMol25).

Output
SMILES = C#C[C@@H](C)S
HOMO level = -9.266 eV
total charge = 0
lowest unoccupied orbital energy = 0.87 eV
2S+1 = 1

CARTESIAN COORDINATES (ANGSTROEM)
C  0.39  1.21  0.04
C  0.32  -0.22  -0.58
C  -0.96  -0.76  -0.05
C  -2.11  -1.20  0.06
H  0.23  1.22  1.22
H  -0.43  1.76  -0.34
H  1.28  1.85  -0.09
H  0.50  -0.19  -1.62
H  1.96  -0.77  1.32
H  -3.06  -1.72  0.10
S  1.88  -1.18  -0.05

Mulliken atomic charge list, values in e, 4 entries:
1 C -1.17
2 C 0.00
3 C -0.43
4 C -0.01

Version x
# C4H6S

One molecule with the formula C4H6S (the ωB97M-V functional and the def2-TZVPD basis, OMol25).

Output
SMILES = C=CSC=C
HOMO level = -8.270 eV
total charge = 0
lowest unoccupied orbital energy = 1.14 eV
2S+1 = 1

CARTESIAN COORDINATES (ANGSTROEM)
C  2.68  0.07  0.35
C  1.41  0.51  -0.01
C  -1.51  0.42  -0.25
C  -2.59  0.04  0.38
H  2.96  -0.98  0.64
H  3.53  0.65  -0.01
H  1.23  1.56  -0.07
H  -1.30  1.45  -0.58
H  -3.45  0.77  0.46
H  -2.72  -0.76  1.03
S  -0.01  -0.56  -0.27

Mulliken atomic charge list, values in e, 4 entries:
1 C -0.61
2 C -0.13
3 C -0.14
4 C -0.61

Relative energies with respect to the most stable structure, expressed in kcal/mol: version w 9.6; version x 0.0.

Version w
# C4H6S

One molecule with the formula C4H6S (the ωB97M-V functional and the def2-TZVPD basis, OMol25).

Output
SMILES = C#CCSC
HOMO level = -8.676 eV
total charge = 0
lowest unoccupied orbital energy = 1.00 eV
2S+1 = 1

CARTESIAN COORDINATES (ANGSTROEM)
C  0.88  0.99  -0.68
C  -1.15  0.15  0.83
C  -0.54  -1.11  0.50
C  -0.10  -1.99  -0.17
H  1.46  1.50  -1.46
H  1.33  1.36  0.26
H  1.09  -0.09  -0.71
H  -2.13  -0.07  1.10
H  -0.55  0.63  1.63
H  0.59  -2.58  -0.69
S  -0.87  1.21  -0.60

Mulliken atomic charge list, values in e, 4 entries:
1 C -0.75
2 C -0.36
3 C -0.32
4 C -0.23

Version x
# C4H6S

One molecule with the formula C4H6S (the ωB97M-V functional and the def2-TZVPD basis, OMol25).

Output
SMILES = S=CC1CC1
HOMO level = -8.447 eV
total charge = 0
lowest unoccupied orbital energy = 0.20 eV
2S+1 = 1

CARTESIAN COORDINATES (ANGSTROEM)
C  -1.40  -0.28  -0.23
C  -0.28  -0.17  0.53
C  0.69  0.83  -0.18
C  1.02  -0.58  0.00
H  -1.03  -0.77  -1.07
H  -0.35  0.12  1.60
H  1.18  1.62  0.52
H  0.41  1.26  -1.13
H  0.99  -1.29  -0.88
H  1.70  -0.80  0.77
S  -2.94  0.06  0.06

Mulliken atomic charge list, values in e, 4 entries:
1 C -0.48
2 C 0.13
3 C -0.38
4 C -0.48

Relative energies with respect to the most stable structure, expressed in kcal/mol: version w 10.4; version x 0.0.